(1)
{
  "formula": "C5H7BrFN2",
  "method": "ωB97M-V/def2-TZVPD",
  "orbital_gap_ev": [6.67, 5.24],
  "e_lumo_ev": [-3.2, -8.1],
  "spin_multiplicity": 3,
  "s_squared": 2.009,
  "charge": 1,
  "energy_ev": -81025.6973,
  "species": ["Br", "F", "N", "N", "C", "C", "C", "C", "C", "H", "H", "H", "H", "H", "H", "H"],
  "coordinates": [[2.974, 1.265, -0.821], [0.228, -0.561, 0.858], [0.256, 0.686, -1.627], [1.570, -1.057, -1.562], [1.485, 0.284, -1.420], [-0.676, 0.108, 1.608], [-0.498, -0.444, -2.030], [0.317, -1.500, -2.039], [-0.162, 1.155, 2.217], [-1.645, -0.542, 1.719], [-1.535, -0.162, -2.284], [-0.025, -2.443, -2.331], [0.147, 1.681, -1.546], [-0.687, 1.794, 3.009], [0.841, 1.532, 2.086], [2.228, -1.742, -1.219]]
}

(2)
{
  "formula": "C2H3Br4P",
  "method": "ωB97M-V/def2-TZVPD",
  "orbital_gap_ev": [7.85, 8.29],
  "e_above_lowest_kj_mol": 155.19,
  "e_lumo_ev": [-0.1, -1.8],
  "spin_multiplicity": 3,
  "s_squared": 2.012,
  "energy_ev": -291578.0515,
  "species": ["Br", "Br", "Br", "Br", "P", "C", "C", "H", "H", "H"],
  "coordinates": [[-3.199, -1.144, -1.088], [-2.571, 2.217, 0.384], [1.296, 1.620, 0.302], [-1.039, -2.257, 1.254], [-2.640, -0.775, 1.049], [-1.886, 0.524, 0.191], [2.301, 0.118, -0.456], [3.205, 0.120, 0.222], [2.668, 0.410, -1.399], [1.864, -0.832, -0.459]]
}

(3)
{
  "formula": "C4H8N2O",
  "method": "ωB97M-V/def2-TZVPD",
  "orbital_gap_ev": 9.22,
  "e_above_lowest_kj_mol": 380.08,
  "e_lumo_ev": 0.4,
  "energy_ev": -9302.4539,
  "species": ["O", "N", "N", "C", "C", "C", "C", "H", "H", "H", "H", "H", "H", "H", "H"],
  "coordinates": [[-1.942, -0.119, 1.233], [-0.049, 0.748, 2.105], [1.869, -0.452, -0.477], [-0.506, 0.189, -0.823], [0.663, 0.747, 1.194], [0.880, 0.593, -0.265], [-1.354, -0.745, 0.109], [-2.149, -1.157, -0.553], [1.163, 1.588, -0.646], [1.916, -0.667, -1.469], [-0.322, -0.299, -1.795], [2.783, -0.127, -0.176], [-1.163, 0.212, 2.226], [-0.703, -1.605, 0.368], [-1.087, 1.093, -1.032]]
}

(4)
{
  "formula": "C5H6OS2",
  "method": "ωB97M-V/def2-TZVPD",
  "smiles": "S=C[C@@H]1[C@H]2OCS[C@@H]12",
  "orbital_gap_ev": 8.33,
  "e_above_lowest_kj_mol": 331.38,
  "e_lumo_ev": -0.3,
  "energy_ev": -28996.5214,
  "species": ["S", "S", "O", "C", "C", "C", "C", "C", "H", "H", "H", "H", "H", "H"],
  "coordinates": [[-1.624, -1.377, -0.446], [3.674, -0.279, -0.595], [-0.983, 1.222, -0.254], [2.228, -0.352, 0.255], [-2.055, 0.501, -0.701], [0.940, -0.413, -0.241], [-0.080, 0.527, 0.397], [-0.239, -0.858, 0.542], [0.951, -0.273, -1.258], [0.187, 1.102, 1.262], [-3.031, 0.746, -0.012], [-0.081, -1.386, 1.519], [2.239, -0.137, 1.330], [-2.125, 0.978, -1.798]]
}